Molecular formula: C4H8N2O2
Method: DFT, ωB97M-V/def2-TZVPD

XYZ file:
```
16
Properties=species:S:1:pos:R:3:forces:R:3
C -0.182 1.959 0.051 0.234 -0.233 0.121
C -0.900 -0.452 0.203 1.564 1.325 0.271
C 0.036 0.533 0.479 -3.978 -0.149 0.085
N -1.921 -0.375 -0.738 -0.544 -0.088 -0.195
C 2.169 -1.224 0.016 -0.328 0.043 0.550
O 0.990 0.356 1.459 1.183 -1.252 -2.963
O -0.688 -1.692 0.703 0.071 -0.390 0.000
N 1.674 -0.053 -0.051 1.825 0.578 2.405
H -1.448 -2.247 0.485 0.035 0.109 0.064
H -1.795 -0.984 -1.545 0.108 0.174 0.108
H -2.163 0.561 -1.025 0.036 -0.099 0.045
H 0.794 2.435 -0.039 0.009 0.017 -0.075
H -0.743 2.496 0.823 0.025 0.003 -0.070
H -0.704 2.052 -0.901 0.010 -0.012 0.013
H 1.919 -1.949 0.782 0.197 0.156 0.125
H 2.960 -1.414 -0.702 -0.447 -0.181 -0.486
```
Forces are in eV/Å.

As for the HOMO energy (alpha / beta): -0.25475 / -0.25477 Ha. For the largest force on an atom, the calculation gives 0.077 Eh/bohr. The calculation puts the relative energy (zero: lowest compared OMol25 entry of this formula, charge and spin) at 6.215 eV. Its HOMO-LUMO gap (alpha / beta) is 7.4 / 7.4 eV.

Molecular formula: C4H8N2O2S
Method: DFT, ωB97M-V/def2-TZVPD

XYZ file:
```
17
Properties=species:S:1:pos:R:3:forces:R:3
C -0.074 -0.970 0.968 0.138 0.262 0.745
C -0.315 -1.149 -0.445 -0.148 0.105 -1.439
C 1.413 -0.665 1.177 0.002 -0.160 0.001
C -0.950 0.199 1.438 -0.024 -0.126 0.047
N -0.689 1.929 -1.687 0.655 -0.178 -0.323
N -0.453 -1.001 -1.578 0.036 -0.718 1.959
O -0.602 -0.826 -2.762 -0.254 -0.264 -1.431
O 1.502 1.031 -2.141 0.333 -0.226 -0.314
S 0.253 1.395 -2.770 -0.489 1.057 1.032
H 1.682 0.242 0.641 0.025 0.083 -0.057
H 2.035 -1.479 0.809 0.032 -0.006 0.011
H 1.611 -0.525 2.236 0.015 0.013 0.112
H -0.756 1.072 0.820 0.030 0.074 -0.022
H -0.724 0.437 2.474 0.016 -0.001 0.150
H -2.005 -0.052 1.358 -0.084 0.010 0.014
H -1.578 2.245 -2.041 -0.310 0.041 -0.447
H -0.350 -1.884 1.501 0.029 0.033 -0.038
```
Forces are in eV/Å.

As for the HOMO energy: -0.36263 Ha. For the largest force on an atom, the calculation gives 0.041 Eh/bohr. The calculation puts the relative energy (zero: lowest compared OMol25 entry of this formula, charge and spin) at 3.756 eV. Its HOMO-LUMO gap is 10.1 eV.

Molecular formula: C4H8N2O3
Method: DFT, ωB97M-V/def2-TZVPD

XYZ file:
```
17
Properties=species:S:1:pos:R:3:forces:R:3
C -2.197 0.472 1.526 3.284 -1.093 1.973
N -1.552 0.411 0.392 -0.029 -0.078 -1.377
O -2.056 0.673 -0.696 0.579 -0.334 -0.131
O -0.110 0.006 0.415 0.447 0.059 0.776
C 0.863 -0.517 -0.658 -2.323 1.278 -0.744
N 1.100 -1.705 -0.789 1.310 -0.499 -0.816
C 0.601 -2.787 -0.039 2.713 0.054 2.084
O 1.431 0.402 -1.459 -0.957 -0.627 0.132
C 0.700 1.589 -1.750 -0.046 1.332 3.744
H -3.247 0.680 1.380 0.159 0.117 0.462
H -1.562 0.247 2.518 -1.959 0.570 -2.596
H 1.345 -2.985 0.814 -1.066 0.484 -0.790
H 0.646 -3.738 -0.524 -0.602 -0.268 -0.919
H -0.294 -2.445 0.362 -2.076 -0.465 0.989
H -0.307 1.587 -2.186 0.287 -0.849 0.491
H 1.314 2.182 -2.326 1.488 0.826 -1.770
H 0.794 2.153 -0.743 -1.210 -0.507 -1.508
```
Forces are in eV/Å.

Its structure (SMILES) is C=[N+]([O-])O/C(=N\C)OC. As for the HOMO energy: -0.34401 Ha. For the largest force on an atom, the calculation gives 0.077 Eh/bohr. The calculation puts the relative energy (zero: lowest compared OMol25 entry of this formula, charge and spin) at 7.787 eV. Its HOMO-LUMO gap is 10.0 eV.

Molecular formula: C4H8N2O3
Method: DFT, ωB97M-V/def2-TZVPD

XYZ file:
```
17
Properties=species:S:1:pos:R:3:forces:R:3
C -1.710 1.718 -0.729 0.060 -4.641 3.973
N -2.387 1.040 0.311 1.991 3.430 -5.970
N -2.235 -0.268 0.368 7.520 1.045 -2.353
C -1.292 -1.223 -0.173 1.477 0.709 2.712
O -1.542 -2.370 0.180 1.278 1.184 -1.850
O -0.070 -0.642 -0.627 -2.216 -2.257 1.009
C 1.294 -1.298 -0.403 -1.273 5.498 -6.849
O 2.021 0.055 -0.546 0.416 -3.909 3.242
C 2.264 0.667 0.814 -3.783 4.901 -4.688
H -2.124 2.679 -0.764 0.331 1.554 -0.340
H -0.717 1.258 -1.285 -3.117 1.329 1.261
H -2.931 -0.814 0.519 -6.346 -3.380 2.147
H 1.456 -1.870 -1.418 0.184 0.817 2.575
H 1.285 -1.764 0.493 0.475 -1.500 2.822
H 2.913 1.583 0.474 -1.163 -1.752 1.242
H 1.175 1.074 1.155 2.493 -0.636 -0.734
H 2.602 0.175 1.631 1.673 -2.392 1.800
```
Forces are in eV/Å.

Its structure (SMILES) is C=NNC(=O)OCOC. As for the HOMO energy: -0.32881 Ha. For the largest force on an atom, the calculation gives 0.173 Eh/bohr. The calculation puts the relative energy (zero: lowest compared OMol25 entry of this formula, charge and spin) at 7.014 eV. Its HOMO-LUMO gap is 9.4 eV.